{
  "formula": "C12H25CeINO3P2",
  "method": "wB97M-V/def2-TZVPD",
  "species": ["C", "I", "H", "H", "H", "Ce", "P", "C", "C", "H", "H", "H", "H", "H", "H", "C", "H", "H", "H", "P", "C", "C", "H", "H", "H", "C", "H", "H", "H", "H", "H", "H", "C", "O", "O", "C", "C", "C", "C", "O", "N", "H", "H", "H", "H"],
  "positions_angstrom": [[0.985, -4.230, -2.168], [0.853, -2.007, -2.500], [0.491, -4.676, -3.042], [0.463, -4.460, -1.238], [2.035, -4.548, -2.132], [-0.066, -0.101, -0.139], [-2.638, -1.481, -0.057], [-2.590, -2.502, 1.471], [-4.090, -0.434, 0.233], [-4.974, -1.051, 0.444], [-4.190, -3.101, -0.999], [-4.289, 0.170, -0.662], [-3.391, -2.120, -2.266], [-2.382, -1.851, 2.328], [-3.894, 0.240, 1.076], [-3.233, -2.659, -1.321], [-3.556, -2.999, 1.599], [-2.485, -3.446, -1.496], [-1.796, -3.253, 1.400], [2.116, 1.169, -1.679], [3.586, 0.915, -0.603], [2.801, 0.547, -3.264], [1.442, 3.188, -2.781], [3.196, 3.203, -2.420], [2.009, 3.517, -1.104], [2.201, 2.950, -2.022], [2.055, 0.683, -4.056], [3.714, 1.100, -3.530], [4.463, 1.313, -1.128], [3.723, -0.153, -0.404], [3.021, -0.527, -3.197], [3.439, 1.446, 0.345], [1.057, -1.074, 1.565], [1.634, -1.353, 2.545], [-1.626, 0.381, 2.341], [-0.908, 1.402, 2.431], [-0.880, 2.440, 3.536], [0.291, 3.329, 3.163], [0.902, 2.714, 1.910], [1.996, 2.955, 1.408], [0.051, 1.686, 1.485], [-1.816, 3.019, 3.537], [-0.714, 1.952, 4.506], [-0.068, 4.342, 2.945], [1.063, 3.370, 3.940]],
  "spin_multiplicity": 2,
  "total_charge": 2,
  "gap_ev": [7.25, 7.29],
  "e_above_lowest_ev": 0.0000
}

***

{
  "formula": "C12H25CoN2O7P2S3",
  "method": "wB97M-V/def2-TZVPD",
  "species": ["Co", "C", "C", "S", "C", "C", "S", "C", "C", "S", "H", "H", "H", "H", "H", "H", "H", "H", "H", "H", "H", "H", "C", "C", "O", "P", "O", "O", "O", "P", "O", "O", "O", "H", "H", "H", "H", "H", "H", "H", "C", "C", "N", "C", "C", "N", "H", "H", "H", "H", "H", "H"],
  "positions_angstrom": [[0.535, -0.857, -0.479], [-1.026, -0.213, -3.497], [-0.312, -1.544, -3.646], [1.225, -1.724, -2.703], [2.209, -0.305, -3.283], [3.138, 0.217, -2.198], [2.369, 0.517, -0.570], [0.252, 2.497, -0.959], [-0.900, 2.084, -1.778], [-1.300, 0.266, -1.754], [-2.008, -0.288, -3.960], [-0.488, 0.595, -3.985], [-0.093, -1.723, -4.698], [-0.934, -2.366, -3.289], [1.523, 0.474, -3.611], [2.790, -0.644, -4.138], [3.564, 1.163, -2.524], [3.966, -0.473, -2.037], [0.807, 3.384, -1.225], [0.101, 1.436, 0.818], [-0.705, 2.350, -2.815], [-1.828, 2.566, -1.467], [-3.207, 2.686, 2.955], [-2.284, 2.102, 1.890], [-2.900, 1.915, 0.631], [-1.594, 0.444, 2.318], [-1.266, 0.345, 3.846], [-2.774, -0.566, 2.127], [-0.438, 0.140, 1.407], [-0.917, 3.292, 1.583], [-0.064, 3.065, 2.895], [-1.196, 4.621, 1.093], [0.106, 2.420, 0.500], [-4.081, 2.042, 3.080], [-3.545, 3.674, 2.645], [-2.707, 2.773, 3.919], [-3.858, 1.847, 0.733], [-0.427, 0.718, 4.166], [-3.205, -0.918, 2.925], [0.519, 3.804, 3.150], [3.200, -3.144, -0.186], [1.986, -3.271, 0.662], [0.869, -2.555, 0.594], [0.016, -3.046, 1.575], [0.617, -4.067, 2.223], [1.858, -4.186, 1.637], [3.369, -2.098, -0.435], [3.085, -3.713, -1.110], [4.077, -3.518, 0.341], [-0.976, -2.654, 1.716], [0.287, -4.704, 3.025], [2.563, -4.858, 1.892]],
  "spin_multiplicity": 5,
  "total_charge": 2,
  "gap_ev": [8.31, 7.55]
}

***

{
  "formula": "C12H25LuN2O2P2S",
  "method": "wB97M-V/def2-TZVPD",
  "species": ["C", "C", "N", "C", "C", "C", "C", "P", "Lu", "P", "C", "O", "O", "H", "H", "H", "C", "C", "H", "H", "H", "H", "C", "C", "H", "H", "H", "H", "H", "H", "H", "H", "H", "H", "H", "H", "H", "H", "H", "H", "H", "H", "S", "C", "N"],
  "positions_angstrom": [[1.359, 1.171, -2.553], [0.775, 1.022, -1.279], [0.566, -0.269, -0.781], [1.178, -1.321, -1.390], [1.909, -1.161, -2.558], [1.956, 0.094, -3.174], [0.410, 2.126, -0.458], [0.439, 2.039, 1.310], [-1.005, -0.283, 0.910], [-0.453, -2.892, 0.279], [1.084, -2.684, -0.726], [-1.508, 4.747, -4.294], [-2.767, 2.974, 0.002], [1.359, 2.170, -2.991], [2.419, -2.024, -2.985], [2.469, 0.220, -4.126], [2.178, 1.766, 1.814], [0.102, 3.726, 1.920], [1.122, -3.494, -1.474], [1.927, -2.837, -0.027], [-0.761, 5.334, -4.396], [0.225, 3.083, -0.953], [-0.024, -4.250, 1.410], [-1.544, -3.702, -0.940], [-2.132, -1.722, 1.609], [-2.805, 3.592, 0.747], [-3.680, 2.744, -0.158], [-1.283, 3.968, -4.833], [0.327, -0.320, 3.119], [-2.716, -1.198, 1.468], [2.681, 2.743, 1.833], [2.207, 1.319, 2.818], [2.678, 1.099, 1.100], [1.048, 4.266, 2.089], [-0.518, 4.265, 1.188], [-0.440, 3.640, 2.875], [-1.391, -4.789, -0.926], [-2.584, -3.482, -0.668], [-1.355, -3.310, -1.947], [-0.359, -5.206, 0.985], [1.063, -4.273, 1.567], [-0.516, -4.085, 2.378], [-0.963, -0.166, 3.618], [-1.234, -1.770, 4.120], [-1.441, -2.869, 4.481]],
  "spin_multiplicity": 1,
  "gap_ev": [5.31, 4.37],
  "e_above_lowest_ev": 0.4703
}

***

{
  "formula": "C12H25MnN4SSbSe4Si",
  "method": "wB97M-V/def2-TZVPD",
  "species": ["Mn", "N", "C", "C", "N", "C", "C", "N", "H", "H", "H", "H", "H", "H", "H", "H", "H", "H", "H", "H", "H", "Se", "Sb", "Se", "Se", "Se", "C", "Si", "C", "C", "C", "C", "C", "C", "N", "C", "S", "H", "H", "H", "H", "H", "H", "H", "H", "H", "H", "H", "H"],
  "positions_angstrom": [[0.000, 0.183, -0.328], [0.391, -1.245, 1.230], [0.124, -2.603, 0.753], [0.434, -2.682, -0.739], [-0.164, -1.557, -1.464], [-1.544, -1.745, -1.926], [-2.543, -1.372, -0.839], [-2.133, -0.118, -0.201], [-0.128, -1.003, 2.072], [1.384, -1.085, 1.354], [0.717, -3.358, 1.286], [-0.926, -2.827, 0.950], [1.513, -2.591, -0.878], [0.111, -3.645, -1.158], [0.394, -1.421, -2.318], [-1.667, -1.069, -2.773], [-1.707, -2.772, -2.281], [-3.546, -1.304, -1.277], [-2.588, -2.142, -0.065], [-2.482, 0.688, -0.703], [-2.407, -0.062, 0.780], [1.497, -1.157, -4.400], [1.754, 1.018, -3.272], [2.350, 0.428, -0.642], [-0.480, 1.655, -2.255], [2.522, 2.811, -4.714], [-2.304, 1.645, 5.957], [-1.661, 3.091, 4.963], [-0.390, 3.924, 6.087], [-3.094, 4.292, 4.753], [-0.853, 2.886, 3.281], [-0.167, 4.009, 2.836], [0.476, 4.005, 1.610], [0.411, 2.850, 0.859], [-0.257, 1.749, 1.229], [-0.901, 1.746, 2.426], [-1.823, 0.355, 2.963], [-2.627, 2.022, 6.936], [-1.532, 0.889, 6.104], [-3.139, 1.162, 5.456], [-0.825, 4.128, 7.069], [-0.020, 4.867, 5.679], [0.472, 3.266, 6.228], [-3.546, 4.545, 5.716], [-3.864, 3.844, 4.121], [-2.767, 5.216, 4.271], [-0.130, 4.904, 3.452], [1.023, 4.860, 1.237], [0.908, 2.788, -0.099]],
  "spin_multiplicity": 2,
  "total_charge": -2,
  "gap_ev": [5.48, 5.25]
}

***

What did the third record say?
{
  "formula": "C12H25LuN2O2P2S",
  "method": "wB97M-V/def2-TZVPD",
  "species": ["C", "C", "N", "C", "C", "C", "C", "P", "Lu", "P", "C", "O", "O", "H", "H", "H", "C", "C", "H", "H", "H", "H", "C", "C", "H", "H", "H", "H", "H", "H", "H", "H", "H", "H", "H", "H", "H", "H", "H", "H", "H", "H", "S", "C", "N"],
  "positions_angstrom": [[1.359, 1.171, -2.553], [0.775, 1.022, -1.279], [0.566, -0.269, -0.781], [1.178, -1.321, -1.390], [1.909, -1.161, -2.558], [1.956, 0.094, -3.174], [0.410, 2.126, -0.458], [0.439, 2.039, 1.310], [-1.005, -0.283, 0.910], [-0.453, -2.892, 0.279], [1.084, -2.684, -0.726], [-1.508, 4.747, -4.294], [-2.767, 2.974, 0.002], [1.359, 2.170, -2.991], [2.419, -2.024, -2.985], [2.469, 0.220, -4.126], [2.178, 1.766, 1.814], [0.102, 3.726, 1.920], [1.122, -3.494, -1.474], [1.927, -2.837, -0.027], [-0.761, 5.334, -4.396], [0.225, 3.083, -0.953], [-0.024, -4.250, 1.410], [-1.544, -3.702, -0.940], [-2.132, -1.722, 1.609], [-2.805, 3.592, 0.747], [-3.680, 2.744, -0.158], [-1.283, 3.968, -4.833], [0.327, -0.320, 3.119], [-2.716, -1.198, 1.468], [2.681, 2.743, 1.833], [2.207, 1.319, 2.818], [2.678, 1.099, 1.100], [1.048, 4.266, 2.089], [-0.518, 4.265, 1.188], [-0.440, 3.640, 2.875], [-1.391, -4.789, -0.926], [-2.584, -3.482, -0.668], [-1.355, -3.310, -1.947], [-0.359, -5.206, 0.985], [1.063, -4.273, 1.567], [-0.516, -4.085, 2.378], [-0.963, -0.166, 3.618], [-1.234, -1.770, 4.120], [-1.441, -2.869, 4.481]],
  "spin_multiplicity": 1,
  "gap_ev": [5.31, 4.37],
  "e_above_lowest_ev": 0.4703
}